Arrangement i

The following is a DFT calculation (the ωB97M-V functional and the def2-TZVPD basis) of 2 unconnected molecules or ions with the total composition C7H18.

```
25
Properties=species:S:1:pos:R:3
C -1.489 -2.468 0.443
C -0.060 -1.755 -0.223
C 0.927 -2.834 -0.618
C -0.368 -0.812 -1.484
H -1.454 -2.429 1.471
H -1.365 -3.436 -0.045
H -2.561 -2.049 0.077
H 0.207 -1.126 0.727
H 0.518 -3.609 -1.363
H 1.961 -2.651 -0.920
H 0.985 -3.397 0.369
H 0.412 -0.777 -2.064
H -1.130 -1.321 -2.047
H -0.679 0.158 -1.084
C 1.528 2.077 0.924
C 0.453 3.177 0.694
C -0.961 2.653 0.259
H 2.268 2.061 0.225
H 1.291 1.033 0.636
H 1.882 2.002 1.985
H 0.493 3.910 1.548
H 1.099 3.773 -0.118
H -0.980 2.082 -0.618
H -1.367 2.054 1.095
H -1.759 3.492 0.152
```

Results
Total charge   0
SMILES   CC(C)C.CCC
Molar mass   102.2 g/mol
Kohn-Sham gap   11.36 eV

Löwdin population analysis, charges in e, atoms 1 to 5: -0.051 -0.397 -0.138 -0.059 0.006


Arrangement ii

The following is a DFT calculation (the ωB97M-V functional and the def2-TZVPD basis) of 2 unconnected molecules or ions with the total composition C7H18.

```
25
Properties=species:S:1:pos:R:3
C 0.942 0.815 -1.500
C 1.919 0.362 -0.381
C 1.605 -0.980 0.258
C 3.277 0.182 -1.086
H 0.720 -0.114 -2.002
H 1.451 1.645 -2.005
H -0.055 1.148 -1.222
H 1.964 1.082 0.458
H 1.211 -1.730 -0.443
H 2.511 -1.201 0.815
H 0.663 -0.944 0.815
H 3.385 -0.762 -1.640
H 3.506 0.990 -1.821
H 4.007 0.102 -0.297
C -2.401 -1.252 1.392
C -1.918 0.122 1.007
C -2.969 1.012 0.358
H -2.653 -1.768 0.457
H -3.083 -1.404 2.219
H -1.543 -1.860 1.697
H -1.485 0.676 1.882
H -0.985 0.008 0.452
H -3.332 1.804 1.047
H -2.853 1.589 -0.578
H -3.882 0.476 0.117
```

Results
Total charge   0
SMILES   CC(C)C.CCC
Molar mass   102.2 g/mol
Kohn-Sham gap   11.95 eV

Löwdin population analysis, charges in e, atoms 1 to 5: -0.079 -0.477 -0.102 -0.107 0.075


Of them, arrangement ii has the highest stability.


Arrangement i

The following is a DFT calculation (the ωB97M-V functional and the def2-TZVPD basis) of 2 unconnected molecules or ions with the total composition C6H18N2P.

```
27
Properties=species:S:1:pos:R:3
C 2.061 -0.057 0.048
C 1.908 1.757 -1.719
C -2.411 -0.992 2.644
C -0.392 1.348 0.439
C 1.315 0.467 -1.167
C -0.932 -0.539 -0.901
N -1.149 -1.266 2.118
N -0.143 0.678 -0.861
P -0.516 -1.940 -1.889
H 1.519 -0.880 0.516
H 3.040 -0.419 -0.259
H 2.217 0.728 0.787
H 2.918 1.565 -2.070
H 1.963 2.540 -0.966
H 1.333 2.121 -2.569
H -2.565 0.088 2.698
H -3.230 -1.469 2.079
H -2.514 -1.417 3.658
H 0.294 2.179 0.574
H -1.412 1.726 0.459
H -0.281 0.614 1.240
H 1.340 -0.286 -1.968
H -1.987 -0.338 -0.768
H -0.996 -2.270 2.041
H -0.474 1.321 -1.594
H -1.483 -2.791 -1.376
H 0.576 -2.466 -1.195
```

Results
Total charge   +1
Molar mass   149.2 g/mol
Kohn-Sham gap (spin up / spin down)   8.67 / 8.58 eV

Löwdin population analysis, charges in e, atoms 1 to 5: -0.037 -0.025 -0.223 -0.009 -0.401


Arrangement ii

The following is a DFT calculation (the ωB97M-V functional and the def2-TZVPD basis) of 2 unconnected molecules or ions with the total composition C6H18N2P.

```
27
Properties=species:S:1:pos:R:3
C -0.021 -2.339 1.536
C 1.844 -2.065 -0.873
C 0.599 -0.429 -2.190
C -2.304 0.993 0.801
C -0.913 3.096 0.603
C 0.544 -1.006 1.667
N 0.902 -0.928 -0.863
N -1.223 1.734 0.004
P 0.588 0.189 0.341
H -0.181 -2.485 0.464
H 0.910 -3.016 1.750
H -0.692 -2.709 2.306
H 2.731 -1.860 -1.473
H 2.025 -2.596 0.159
H 1.185 -2.752 -1.554
H 1.409 0.250 -2.555
H 0.686 -1.248 -2.965
H -0.378 -0.091 -2.259
H -3.302 1.398 0.572
H -2.150 -0.041 0.554
H -2.370 1.206 1.952
H -0.956 2.962 1.672
H 0.141 3.283 0.199
H -1.546 3.817 0.258
H -1.485 1.774 -0.964
H 0.744 -0.789 2.625
H 1.671 1.267 0.820
```

Results
Total charge   +1
Molar mass   149.2 g/mol
Kohn-Sham gap (spin up / spin down)   7.38 / 7.37 eV

Löwdin population analysis, charges in e, atoms 1 to 5: -0.162 -0.088 -0.140 -0.104 -0.068


Of them, arrangement i has the highest stability.


Arrangement i

The following is a DFT calculation (the ωB97M-V functional and the def2-TZVPD basis) of a molecular structure, C7H15ClNOP.

```
26
Properties=species:S:1:pos:R:3
C -4.158 -1.133 -0.178
C 1.991 -0.356 1.687
C 2.974 -0.103 -0.697
C 0.457 1.475 -0.342
C -0.744 -0.451 0.483
C 1.784 -0.646 0.204
C 0.479 -0.048 -0.431
N -3.221 0.621 -1.905
O -3.901 -2.145 0.409
P -2.896 0.267 -0.422
Cl -3.434 1.549 1.046
H -5.086 -0.870 -0.656
H 2.912 -0.999 1.923
H 2.278 0.681 1.781
H 1.229 -0.811 2.376
H 2.649 0.771 -1.304
H 3.462 -0.848 -1.475
H 3.675 0.116 0.015
H 0.968 1.973 -1.204
H 1.225 1.699 0.431
H -0.599 1.716 -0.099
H -0.914 -1.535 0.653
H -0.796 0.066 1.437
H 1.686 -1.702 0.086
H 0.545 -0.549 -1.350
H -2.565 1.261 -2.471
```

Results
Total charge   0
Molar mass   195.6 g/mol
Kohn-Sham gap   9.16 eV

Löwdin population analysis, charges in e, atoms 1 to 5: -0.380 -0.086 -0.046 -0.085 -0.078


Arrangement ii

The following is a DFT calculation (the ωB97M-V functional and the def2-TZVPD basis) of a single C7H15ClNOP molecule.

```
26
Properties=species:S:1:pos:R:3
C 1.530 0.515 -1.915
C 1.283 -0.037 -0.482
C 2.173 -1.233 -0.176
N -0.037 -0.356 -0.147
C -0.830 0.473 0.856
C -1.414 1.776 0.210
C -0.121 0.787 2.165
P -0.610 -1.813 -0.734
Cl -0.718 -2.992 0.788
C -2.597 -1.443 -0.855
O -3.474 -2.230 -0.674
H 0.954 -0.116 -2.609
H 1.118 1.587 -2.055
H 2.603 0.426 -2.102
H 1.581 0.784 0.212
H 2.287 -1.787 -1.089
H 1.806 -1.739 0.612
H 3.233 -0.909 -0.114
H -1.631 -0.140 1.303
H -1.764 1.501 -0.741
H -2.164 2.180 0.822
H -0.630 2.450 0.133
H 0.350 -0.063 2.569
H -0.805 1.111 3.041
H 0.712 1.587 2.131
H -2.834 -0.316 -1.149
```

Results
Total charge   0
SMILES   CC(C)N(C(C)C)P(Cl)C=O
Molar mass   195.6 g/mol
Kohn-Sham gap   9.26 eV

Löwdin population analysis, charges in e, atoms 1 to 5: -0.056 -0.533 -0.098 -0.358 -0.404


Of them, arrangement ii has the highest stability.


Arrangement i

The following is a DFT calculation (the ωB97M-V functional and the def2-TZVPD basis) of a single C2H2Cl2O2S molecule.

```
9
Properties=species:S:1:pos:R:3
C 0.760 0.271 -0.402
C -0.361 0.341 0.596
O 1.595 -1.043 -2.354
O -0.991 -0.858 0.498
S 0.451 -0.927 -1.464
Cl 0.167 0.620 2.420
Cl -1.497 1.709 0.190
H 1.435 1.038 -0.601
H -1.558 -1.152 1.117
```

Results
Total charge   0
Molar mass   161.0 g/mol
Kohn-Sham gap   8.96 eV

Löwdin population analysis, charges in e, atoms 1 to 5: -0.371 -1.215 -0.518 -0.156 1.037


Arrangement ii

The following is a DFT calculation (the ωB97M-V functional and the def2-TZVPD basis) of a single C2H2Cl2O2S molecule.

```
9
Properties=species:S:1:pos:R:3
C 0.583 0.977 1.185
C 0.515 0.349 -0.060
Cl 1.794 0.044 -1.208
S -0.814 -0.791 -0.474
O -0.188 -2.122 -0.578
O -1.910 -0.540 0.321
Cl -1.218 -0.213 -2.333
H 1.432 1.551 1.303
H -0.194 0.746 1.844
```

Results
Total charge   0
SMILES   C=C(Cl)S(=O)(=O)Cl
Molar mass   161.0 g/mol
Kohn-Sham gap   10.34 eV

Löwdin population analysis, charges in e, atoms 1 to 5: 0.062 -0.804 0.651 0.239 -0.372


Of them, arrangement ii has the highest stability.


Arrangement i

The following is a DFT calculation (the ωB97M-V functional and the def2-TZVPD basis) of a gas-phase ion, C7H10 (charge -1).

```
17
Properties=species:S:1:pos:R:3
C 1.155 -0.579 1.621
C 0.890 -0.959 2.919
C -1.055 -1.306 0.624
C 0.108 -0.580 0.582
C 0.397 0.227 -0.612
C -0.580 0.847 -1.320
C -0.418 1.503 -2.663
H 2.168 -0.350 1.290
H 1.620 -0.826 3.707
H -0.021 -1.490 3.130
H -1.289 -1.741 1.586
H -1.736 -1.224 -0.216
H 1.461 0.288 -0.866
H -1.493 1.138 -0.744
H -1.420 1.625 -3.079
H 0.039 2.495 -2.572
H 0.174 0.934 -3.385
```

Results
Multiplicity   2
Expectation value of S²   0.770
Total charge   -1
Molar mass   94.2 g/mol
Kohn-Sham gap (spin up / spin down)   4.14 / 6.98 eV

Löwdin population analysis, charges in e, atoms 1 to 5: -0.222 -0.095 -0.062 -0.436 -0.159


Arrangement ii

The following is a DFT calculation (the ωB97M-V functional and the def2-TZVPD basis) of a gas-phase ion, C7H10 (charge -1).

```
17
Properties=species:S:1:pos:R:3
C -1.607 -0.300 -0.876
C -2.759 0.179 -0.367
C -0.107 1.813 -1.410
C -0.363 0.524 -1.047
C 0.789 -0.213 -0.321
C 1.062 -0.298 0.947
C 2.170 -1.100 1.583
H -1.643 -1.309 -1.136
H -3.560 -0.491 -0.100
H -2.999 1.259 -0.302
H 0.816 2.202 -1.096
H -0.708 2.530 -1.998
H 1.122 -1.210 -0.658
H 0.611 0.439 1.602
H 2.966 -1.291 0.878
H 1.721 -2.114 1.757
H 2.488 -0.621 2.545
```

Results
Multiplicity   2
Expectation value of S²   0.763
Total charge   -1
Molar mass   94.2 g/mol
Kohn-Sham gap (spin up / spin down)   3.28 / 7.35 eV

Löwdin population analysis, charges in e, atoms 1 to 5: -0.260 -0.132 -0.087 -0.375 -0.144


Of them, arrangement i has the highest stability.